## one
{
  "formula": "C6H10N2",
  "method": "ωB97M-V/def2-TZVPD",
  "e_homo_ev": -9.48,
  "orbital_gap_ev": 9.88,
  "e_lumo_ev": 0.40,
  "species": ["C", "C", "C", "C", "C", "C", "N", "N", "H", "H", "H", "H", "H", "H", "H", "H", "H", "H"],
  "positions_angstrom": [[-2.285, 1.240, -0.635], [0.160, 1.342, -0.025], [-0.966, 0.874, -0.438], [-0.119, -0.031, 0.554], [-0.472, 0.363, 2.033], [0.297, -1.425, 0.140], [-3.395, 1.559, -0.570], [0.604, 0.731, -3.206], [1.259, -0.073, -3.613], [0.658, 2.245, 0.185], [-0.906, 1.334, 1.990], [0.445, 0.382, 2.581], [-1.218, -0.359, 2.665], [1.303, -1.479, 0.547], [0.282, -1.423, -0.890], [-0.347, -2.208, 0.627], [0.636, 0.871, -4.166], [1.137, 1.436, -2.583]]
}

## two
{
  "formula": "C6H10N2",
  "method": "ωB97M-V/def2-TZVPD",
  "e_homo_ev": -7.20,
  "orbital_gap_ev": 8.09,
  "e_lumo_ev": 0.89,
  "species": ["C", "C", "N", "C", "C", "C", "N", "C", "H", "H", "H", "H", "H", "H", "H", "H", "H", "H"],
  "positions_angstrom": [[-0.697, 1.764, -0.175], [-0.054, -2.033, -0.216], [0.674, 1.784, 0.245], [-1.049, 0.314, 0.028], [1.252, 0.152, 0.038], [0.033, -0.542, -0.055], [-2.326, -0.041, 0.339], [2.542, -0.145, 0.076], [1.281, 2.329, -0.354], [-2.973, 0.692, 0.588], [-2.471, -0.928, 0.795], [-0.872, 2.050, -1.224], [-1.322, 2.411, 0.458], [-1.062, -2.370, -0.461], [0.606, -2.366, -1.016], [0.256, -2.535, 0.704], [3.301, 0.563, -0.219], [2.882, -1.098, 0.451]]
}

Of them, one has the lowest stability.

## one
{
  "formula": "C6H10N2",
  "method": "ωB97M-V/def2-TZVPD",
  "e_homo_ev": [-6.96, -6.96],
  "orbital_gap_ev": [7.16, 7.16],
  "e_lumo_ev": [0.20, 0.20],
  "species": ["C", "N", "C", "C", "H", "H", "H", "H", "H", "C", "C", "C", "N", "H", "H", "H", "H", "H"],
  "positions_angstrom": [[-2.478, 0.755, 1.352], [-0.386, -2.205, 0.552], [-0.547, -0.818, 0.531], [-1.218, 0.170, 0.886], [0.550, -2.478, 0.840], [-1.074, -2.646, 1.149], [-3.141, 0.019, 1.833], [-3.027, 1.187, 0.508], [-2.308, 1.569, 2.062], [1.361, 0.968, -0.262], [0.937, -0.849, -1.725], [2.306, 1.617, -0.940], [0.857, -0.305, -0.566], [0.926, 1.353, 0.650], [0.659, -1.889, -1.817], [1.183, -0.266, -2.611], [2.753, 1.238, -1.848], [2.646, 2.582, -0.593]]
}

## two
{
  "formula": "C6H10N2",
  "method": "ωB97M-V/def2-TZVPD",
  "e_homo_ev": -7.69,
  "orbital_gap_ev": 8.37,
  "e_lumo_ev": 0.68,
  "species": ["C", "C", "C", "C", "C", "C", "N", "N", "H", "H", "H", "H", "H", "H", "H", "H", "H", "H"],
  "positions_angstrom": [[-1.753, -1.556, 0.465], [2.067, -0.797, 0.637], [1.228, 0.859, -0.899], [-0.965, -2.573, -0.241], [-0.598, 2.215, 0.267], [0.412, 2.061, -0.896], [-2.469, -0.900, 1.052], [1.446, 0.071, -0.014], [3.004, -0.748, 1.243], [1.600, -1.778, 0.736], [-1.356, -2.645, -1.340], [-1.032, -3.637, 0.175], [0.023, -2.243, -0.251], [-0.228, 2.759, 1.115], [-0.960, 1.195, 0.600], [-1.448, 2.922, -0.062], [1.122, 2.887, -0.825], [-0.093, 1.909, -1.763]]
}

## three
{
  "formula": "C6H10N2",
  "method": "ωB97M-V/def2-TZVPD",
  "e_homo_ev": -8.61,
  "orbital_gap_ev": 9.58,
  "e_lumo_ev": 0.97,
  "species": ["C", "C", "C", "C", "C", "C", "H", "H", "H", "H", "H", "H", "H", "H", "H", "H", "N", "N"],
  "positions_angstrom": [[-1.009, -1.343, 0.137], [0.629, -1.023, 0.331], [1.198, -0.574, 1.541], [0.851, 1.417, -0.276], [-0.112, 0.651, -1.066], [-1.203, 0.103, -0.525], [-1.134, -2.328, -0.454], [-1.542, -1.344, 1.246], [1.175, -1.349, -0.398], [2.292, -1.310, 1.539], [0.592, -0.489, 2.578], [0.380, 2.431, -0.169], [1.801, 1.582, -0.745], [0.392, 0.073, -1.758], [-1.869, 1.669, -1.196], [-1.688, 0.586, 0.471], [0.764, 0.373, 0.609], [-1.516, 0.875, -1.865]]
}

## four
{
  "formula": "C6H10N2",
  "method": "ωB97M-V/def2-TZVPD",
  "e_homo_ev": -8.19,
  "orbital_gap_ev": 9.25,
  "e_lumo_ev": 1.06,
  "species": ["C", "C", "C", "C", "C", "C", "H", "H", "H", "H", "H", "H", "H", "H", "H", "H", "N", "N"],
  "positions_angstrom": [[1.558, 0.951, 0.092], [0.515, -1.189, -0.204], [-1.041, -1.163, 0.029], [-1.237, 1.307, -0.067], [0.074, 0.778, 0.401], [-0.210, -0.588, 1.170], [2.451, 0.860, 0.943], [2.073, 1.747, -0.622], [2.687, -0.848, -0.908], [0.843, -2.254, -0.057], [-1.655, -2.059, 0.003], [-2.732, -0.271, -0.819], [-2.072, 1.246, 0.721], [-1.259, 2.174, -0.752], [0.217, 0.149, -0.615], [-0.097, -0.448, 2.212], [1.618, -0.384, -0.748], [-1.731, -0.008, -0.779]]
}

Of them, three has the lowest stability.

## one
{
  "formula": "C4H6O2",
  "method": "ωB97M-V/def2-TZVPD",
  "e_homo_ev": -9.92,
  "orbital_gap_ev": 10.77,
  "e_lumo_ev": 0.85,
  "species": ["O", "C", "C", "C", "C", "O", "H", "H", "H", "H", "H", "H"],
  "positions_angstrom": [[1.838, -0.545, -0.162], [0.595, -0.569, -0.765], [-0.617, -1.050, -0.075], [-0.488, 0.443, -0.392], [-0.335, 1.290, 0.806], [0.165, 0.891, 1.841], [1.762, -0.009, 0.645], [0.673, -0.764, -1.832], [-1.394, -1.628, -0.564], [-0.466, -1.274, 0.977], [-1.023, 0.885, -1.225], [-0.710, 2.330, 0.746]]
}

## two
{
  "formula": "C4H6O2",
  "method": "ωB97M-V/def2-TZVPD",
  "e_homo_ev": -9.90,
  "orbital_gap_ev": 10.72,
  "e_lumo_ev": 0.82,
  "species": ["O", "C", "C", "C", "O", "C", "H", "H", "H", "H", "H", "H"],
  "positions_angstrom": [[1.665, -0.891, -0.853], [0.396, -0.574, -0.372], [0.230, -0.223, 1.114], [-0.928, 0.671, 0.642], [-0.349, 1.805, 0.038], [-0.491, 0.601, -0.759], [1.688, -0.725, -1.804], [-0.367, -1.343, -0.604], [0.025, -1.061, 1.781], [1.048, 0.390, 1.506], [-1.935, 0.693, 1.038], [-0.983, 0.655, -1.728]]
}

## three
{
  "formula": "C4H6O2",
  "method": "ωB97M-V/def2-TZVPD",
  "e_homo_ev": -8.97,
  "orbital_gap_ev": 10.06,
  "e_lumo_ev": 1.09,
  "species": ["O", "C", "C", "C", "C", "O", "H", "H", "H", "H", "H", "H"],
  "positions_angstrom": [[-2.869, -1.255, -0.586], [-1.879, -1.427, -0.055], [0.231, -0.068, -1.087], [0.477, 0.971, -0.285], [1.507, 0.088, 0.374], [1.106, -0.980, -0.540], [-1.410, 0.168, 1.523], [-0.357, -0.308, -1.966], [-0.911, 0.653, 1.253], [0.182, 2.005, -0.224], [1.384, -0.230, 1.415], [2.540, 0.381, 0.178]]
}

## four
{
  "formula": "C4H6O2",
  "method": "ωB97M-V/def2-TZVPD",
  "e_homo_ev": -9.68,
  "orbital_gap_ev": 10.61,
  "e_lumo_ev": 0.93,
  "species": ["O", "C", "C", "C", "O", "C", "H", "H", "H", "H", "H", "H"],
  "positions_angstrom": [[0.831, 2.190, 0.199], [0.555, 1.031, 0.092], [-1.098, 0.497, -0.015], [-0.978, -0.976, -0.140], [0.715, -1.379, -0.190], [1.536, -0.286, -0.010], [-1.498, 1.023, -0.897], [-1.574, 0.850, 0.912], [-1.276, -1.570, 0.728], [-1.265, -1.416, -1.093], [2.215, -0.077, -0.869], [2.144, -0.303, 0.926]]
}

Of them, three has the lowest stability.

## one
{
  "formula": "C4H6O2",
  "method": "ωB97M-V/def2-TZVPD",
  "e_homo_ev": -9.82,
  "orbital_gap_ev": 10.53,
  "e_lumo_ev": 0.71,
  "species": ["C", "C", "O", "C", "C", "O", "H", "H", "H", "H", "H", "H"],
  "positions_angstrom": [[1.688, 0.414, -0.503], [0.313, 0.662, 0.067], [-0.159, 1.773, 0.179], [-0.494, -0.550, 0.520], [-1.934, -0.451, 0.053], [-2.553, -1.391, -0.385], [1.673, -0.402, -1.233], [2.366, 0.109, 0.304], [2.070, 1.329, -0.959], [-0.076, -1.504, 0.192], [-0.507, -0.542, 1.619], [-2.387, 0.553, 0.148]]
}

## two
{
  "formula": "C4H6O2",
  "method": "ωB97M-V/def2-TZVPD",
  "e_homo_ev": -8.27,
  "orbital_gap_ev": 8.92,
  "e_lumo_ev": 0.65,
  "species": ["O", "C", "C", "C", "O", "C", "H", "H", "H", "H", "H", "H"],
  "positions_angstrom": [[-1.094, 1.379, -1.228], [-0.350, 0.673, -0.371], [0.943, 0.301, -0.456], [0.880, -1.074, 0.133], [-0.069, -0.986, 1.208], [-0.956, 0.068, 0.875], [-0.576, 1.352, -2.049], [1.843, -1.467, 0.452], [1.816, 0.927, -0.389], [0.456, -1.753, -0.633], [-0.903, 0.854, 1.653], [-1.991, -0.274, 0.804]]
}

Of them, two has the lowest stability.

## one
{
  "formula": "C6H8O2",
  "method": "ωB97M-V/def2-TZVPD",
  "e_homo_ev": [-8.55, -8.55],
  "orbital_gap_ev": [7.82, 7.82],
  "e_lumo_ev": [-0.72, -0.72],
  "species": ["C", "C", "C", "C", "C", "C", "O", "O", "H", "H", "H", "H", "H", "H", "H", "H"],
  "positions_angstrom": [[-0.122, -0.675, -1.664], [-0.962, -1.386, -0.650], [-0.995, -0.265, 0.397], [0.690, 1.518, 1.293], [1.087, -0.106, -1.374], [0.578, 0.138, 0.683], [2.182, 0.143, -1.739], [1.265, -0.809, 1.081], [-0.632, -0.281, -2.534], [-0.446, -2.253, -0.237], [-1.947, -1.624, -1.045], [-1.316, -0.625, 1.375], [-1.592, 0.586, 0.070], [1.410, 2.106, 0.725], [-0.240, 2.084, 1.296], [1.042, 1.449, 2.322]]
}

## two
{
  "formula": "C6H8O2",
  "method": "ωB97M-V/def2-TZVPD",
  "e_homo_ev": -9.32,
  "orbital_gap_ev": 10.28,
  "e_lumo_ev": 0.96,
  "species": ["C", "C", "C", "C", "C", "C", "H", "H", "H", "H", "H", "H", "H", "H", "O", "O"],
  "positions_angstrom": [[-1.440, 0.162, 0.583], [-0.427, 0.783, -0.451], [-0.375, -1.050, 0.216], [1.017, -0.637, 0.648], [1.867, -0.171, -0.420], [0.976, 0.849, 0.145], [-2.433, -0.066, -1.133], [-1.642, 0.617, 1.618], [-0.755, 1.624, -1.098], [-0.945, -1.966, 0.175], [1.349, -0.636, 1.772], [1.442, -0.630, -1.474], [2.937, -0.003, -0.188], [1.457, 1.691, 0.721], [-2.684, -0.042, -0.031], [-0.345, -0.524, -1.084]]
}

Of them, two has the lowest stability.

## one
{
  "formula": "C6H8O2",
  "method": "ωB97M-V/def2-TZVPD",
  "e_homo_ev": -8.76,
  "orbital_gap_ev": 9.44,
  "e_lumo_ev": 0.67,
  "species": ["C", "C", "C", "C", "C", "C", "H", "H", "H", "H", "H", "H", "H", "H", "O", "O"],
  "positions_angstrom": [[0.038, 0.417, 1.128], [0.742, 1.707, 1.180], [0.975, 0.879, -0.103], [-0.108, -0.950, -0.788], [-0.530, -1.638, -1.799], [-0.933, -0.181, 0.245], [1.496, -0.688, 0.843], [0.221, 2.612, 0.828], [1.447, 1.858, 2.150], [-0.082, 1.251, -0.611], [-0.182, -1.743, -2.956], [-1.575, -2.007, -1.871], [-1.819, 0.441, -0.277], [-1.577, -0.836, 0.756], [0.585, -0.613, 1.856], [1.302, -0.509, -0.582]]
}

## two
{
  "formula": "C6H8O2",
  "method": "ωB97M-V/def2-TZVPD",
  "e_homo_ev": -10.06,
  "orbital_gap_ev": 10.59,
  "e_lumo_ev": 0.53,
  "species": ["C", "C", "C", "C", "C", "C", "H", "H", "H", "H", "H", "H", "H", "H", "O", "O"],
  "positions_angstrom": [[-1.729, 0.465, -0.036], [-1.110, -0.344, 1.092], [0.121, -1.001, 0.255], [0.266, -0.805, -1.233], [1.269, -0.128, -0.262], [2.015, 0.857, 0.070], [0.012, 1.260, 0.215], [-0.636, 0.283, 2.034], [-1.686, -1.328, 1.850], [0.476, -1.940, 0.487], [-0.323, 0.004, -1.918], [0.578, -1.604, -2.070], [2.416, 1.721, -0.700], [2.148, 0.892, 1.128], [-0.965, 1.614, -0.288], [-2.852, 0.056, -0.625]]
}

## three
{
  "formula": "C6H8O2",
  "method": "ωB97M-V/def2-TZVPD",
  "e_homo_ev": -7.97,
  "orbital_gap_ev": 8.37,
  "e_lumo_ev": 0.40,
  "species": ["C", "C", "C", "C", "C", "O", "O", "C", "H", "H", "H", "H", "H", "H", "H", "H"],
  "positions_angstrom": [[-0.481, 0.108, -0.235], [-1.255, -0.811, -1.081], [-1.129, 0.850, 0.910], [1.298, -1.119, 0.479], [1.921, 0.887, -0.900], [-0.884, 0.479, -1.528], [0.815, -1.287, 1.722], [1.173, 0.152, -0.092], [1.009, -2.191, 2.021], [-2.313, -0.949, -0.882], [-0.748, -1.631, -1.581], [-0.663, 1.827, 1.050], [-1.028, 0.275, 1.831], [-2.188, 1.000, 0.705], [2.981, 0.698, -0.971], [1.492, 1.712, -1.446]]
}

Of them, one has the lowest stability.